Record 1
An isolated molecule of C3H4N2O2 at a distorted geometry, computed with ωB97M-V with the def2-TZVPD basis set.

SMILES string: C1=NOCON=C1
Orbital gap (eV): 9.4
Energy relative to the best compared isomer or geometry (same formula, charge and spin) (eV): 7.459

The geometry in ORCA input format:
```
! RIJCOSX wB97M-V def2-TZVPD def2/J DEFGRID3
* xyz 0 1
C -1.577 0.117 0.158
N -1.093 -1.106 0.166
O 0.085 -1.248 -0.537
C 1.322 -0.828 0.054
O 1.279 0.564 0.453
N 0.684 1.445 -0.344
C -0.656 1.314 -0.119
H -2.616 0.198 0.498
H 2.173 -1.164 -0.624
H 1.482 -1.416 0.848
H -1.082 2.124 -0.553
*
```

=====

Record 2
C3H4N2O2 as an isolated structure at a distorted geometry, computed with ωB97M-V with the def2-TZVPD basis set.

Orbital gap (eV): 8.6
Energy relative to the best compared isomer or geometry (same formula, charge and spin) (eV): 7.161

The geometry in ORCA input format:
```
! RIJCOSX wB97M-V def2-TZVPD def2/J DEFGRID3
* xyz 0 1
C -0.122 -0.246 -0.155
C 1.165 -0.851 -0.030
C 0.299 1.038 -0.128
H -1.825 -1.720 -0.203
H -1.692 -0.355 1.267
H 1.428 -2.011 -0.309
H -1.243 1.629 -0.551
N -1.466 -0.475 -0.015
N 2.206 -0.111 0.090
O 1.662 1.144 0.005
O -0.412 1.959 0.029
*
```

=====

Record 3
An isolated molecule of C3H4N2O2, computed with ωB97M-V with the def2-TZVPD basis set.

SMILES string: [H]/N=C(\O)N=C=CO
Orbital gap (eV): 8.8
Energy relative to the best compared isomer or geometry (same formula, charge and spin) (eV): 3.563

The geometry in ORCA input format:
```
! RIJCOSX wB97M-V def2-TZVPD def2/J DEFGRID3
* xyz 0 1
H -1.431 2.132 0.883
N -1.030 1.297 0.469
C 0.203 1.213 0.716
O 0.949 2.102 1.391
N 0.962 0.028 0.438
C 0.309 -0.864 -0.123
C -0.481 -1.727 -0.703
O -0.356 -2.115 -2.005
H 1.828 1.704 1.492
H -1.292 -2.194 -0.153
H 0.339 -1.576 -2.406
*
```

=====

Record 4
An isolated molecule of C3H4N2O2 at a distorted geometry, computed with ωB97M-V with the def2-TZVPD basis set.

SMILES string: O=C/N=C/NC=O
Orbital gap (eV): 9.8
Energy relative to the best compared isomer or geometry (same formula, charge and spin) (eV): 2.410

The geometry in ORCA input format:
```
! RIJCOSX wB97M-V def2-TZVPD def2/J DEFGRID3
* xyz 0 1
O -1.719 2.467 -0.031
C -0.791 2.058 -0.703
N -0.216 0.722 -0.672
C -0.277 0.116 0.538
N 0.400 -1.040 0.726
C 1.095 -1.770 -0.258
O 1.438 -2.878 -0.038
H -0.428 2.712 -1.500
H -0.935 0.287 1.481
H 0.098 -1.637 1.602
H 1.334 -1.037 -1.147
*
```

=====

Record 5
An isolated molecule of C3H4N2O2, computed with ωB97M-V with the def2-TZVPD basis set.

SMILES string: Cn1ncoc1=O
Orbital gap (eV): 10.4
Energy relative to the best compared isomer or geometry (same formula, charge and spin) (eV): 1.881

The geometry in ORCA input format:
```
! RIJCOSX wB97M-V def2-TZVPD def2/J DEFGRID3
* xyz 0 1
C -1.630 -0.285 -0.045
N -0.155 -0.221 -0.092
N 0.836 -1.125 -0.515
C 1.935 -0.483 -0.294
O 1.776 0.747 0.231
C 0.420 0.929 0.372
O -0.079 1.926 0.822
H -2.119 -0.346 -1.023
H -2.035 -1.062 0.610
H -1.921 0.680 0.392
H 2.973 -0.760 -0.457
*
```

=====

Record 6
An isolated molecule of C3H4N2O2, computed with ωB97M-V with the def2-TZVPD basis set.

Orbital gap (eV): 8.5
Energy relative to the best compared isomer or geometry (same formula, charge and spin) (eV): 3.913

The geometry in ORCA input format:
```
! RIJCOSX wB97M-V def2-TZVPD def2/J DEFGRID3
* xyz 0 1
O 0.496 -2.552 -0.001
C -0.160 -1.570 0.593
N -0.656 -0.683 -0.300
C -0.516 0.584 -0.293
O -1.302 1.387 -1.023
C 0.481 1.346 0.514
N 1.371 0.836 1.254
H 0.541 -2.429 -0.972
H -1.976 0.840 -1.457
H 0.372 2.432 0.466
H 1.347 -0.190 1.219
*
```

=====

Record 7
An isolated molecule of C3H4N2O2, computed with ωB97M-V with the def2-TZVPD basis set.

SMILES string: CN1C(=O)N1C=O
Orbital gap (eV): 11.4
Energy relative to the best compared isomer or geometry (same formula, charge and spin) (eV): 3.766

The geometry in ORCA input format:
```
! RIJCOSX wB97M-V def2-TZVPD def2/J DEFGRID3
* xyz 0 1
C 0.578 -1.360 0.847
N -0.321 -0.562 0.015
C 0.063 -0.164 -1.229
O 0.192 -0.432 -2.378
N 0.187 0.841 -0.263
C -0.793 1.860 -0.099
O -1.801 1.738 0.536
H 1.622 -1.043 0.739
H 0.267 -1.266 1.889
H 0.472 -2.402 0.533
H -0.467 2.791 -0.590
*
```

=====

Record 8
A 2-piece molecular cluster, C3H4N2O2 overall at a distorted geometry, computed with ωB97M-V with the def2-TZVPD basis set.

Orbital gap (alpha / beta) (eV): 7.7 / 7.7
Energy relative to the best compared isomer or geometry (same formula, charge and spin) (eV): 5.255

The geometry in ORCA input format:
```
! RIJCOSX wB97M-V def2-TZVPD def2/J DEFGRID3
* xyz 0 1
C -1.806 0.417 -0.073
C 0.014 -1.084 -0.028
C -0.551 0.118 -0.573
N -2.815 0.561 0.477
N 1.325 -0.881 0.294
O -0.633 -2.105 0.130
O 0.992 1.806 0.012
H -0.194 0.370 -1.533
H 1.564 0.098 0.409
H 1.821 -1.656 0.719
H 0.284 2.356 0.165
*
```